(1)
A cluster of 9 separate species, C65H146N8O13 in total in a non-equilibrium geometry, computed with the ωB97M-V functional and the def2-TZVPD basis.

**E**: -108298.089 eV
**HOMO energy**: -8.2329 eV

Positions of all 232 atoms, in Å:
C 1.684 -0.565 7.513
C 1.998 -1.863 8.419
C 2.039 -1.485 9.844
C 0.587 -1.182 10.428
C -0.286 -2.386 10.217
C -0.323 -2.865 8.776
N 1.064 -2.985 8.219
O 0.978 -3.307 6.850
C -0.924 -4.295 8.688
C -1.298 -1.901 8.086
C 3.369 -2.381 8.063
H 0.649 -0.195 7.779
H 1.800 -0.692 6.427
H 2.431 0.170 7.808
H 2.483 -2.300 10.440
H 2.816 -0.711 9.954
H 0.262 -0.282 9.896
H 0.756 -1.002 11.479
H -1.260 -2.196 10.585
H 0.098 -3.190 10.870
H -0.445 -5.049 9.366
H -1.984 -4.242 8.842
H -0.802 -4.693 7.647
H -1.061 -2.072 7.079
H -2.325 -2.223 8.254
H -1.138 -0.825 8.323
H 3.503 -2.548 7.021
H 3.614 -3.263 8.704
H 4.111 -1.667 8.207
H 1.370 -4.178 6.724
C -4.896 -3.243 1.870
C -4.751 -3.078 0.279
C -4.943 -1.604 -0.063
C -4.688 -1.380 -1.532
C -3.239 -1.690 -1.814
C -2.759 -3.099 -1.345
N -3.266 -3.349 -0.002
O -3.047 -4.672 0.283
C -3.365 -4.076 -2.375
C -1.236 -3.151 -1.314
C -5.838 -3.992 -0.361
H -5.062 -4.270 2.239
H -5.785 -2.642 2.127
H -4.062 -2.651 2.368
H -5.946 -1.355 0.317
H -4.279 -0.942 0.561
H -4.989 -0.368 -1.798
H -5.381 -2.107 -2.043
H -2.591 -1.026 -1.208
H -2.841 -1.506 -2.820
H -4.436 -3.903 -2.581
H -2.834 -4.082 -3.268
H -3.361 -5.058 -1.994
H -0.849 -2.444 -0.566
H -0.817 -4.150 -1.222
H -0.919 -2.786 -2.294
H -5.847 -3.849 -1.430
H -6.799 -3.772 0.111
H -5.568 -5.022 -0.276
H -2.545 -4.666 1.130
C 2.744 5.758 -5.785
C 2.365 6.345 -4.356
C 3.426 7.384 -3.925
C 3.053 8.212 -2.757
C 1.814 9.007 -3.180
C 0.674 8.114 -3.555
N 1.155 7.131 -4.581
O 0.070 6.390 -5.005
C 0.042 7.404 -2.351
C -0.397 8.976 -4.141
C 2.308 5.129 -3.411
H 1.872 5.208 -6.150
H 3.656 5.102 -5.797
H 2.902 6.615 -6.463
H 4.318 6.839 -3.669
H 3.657 7.997 -4.763
H 3.851 8.760 -2.380
H 2.821 7.547 -1.966
H 2.144 9.683 -4.044
H 1.481 9.792 -2.421
H 0.829 6.997 -1.742
H -0.389 8.164 -1.722
H -0.654 6.625 -2.744
H -0.072 9.478 -5.121
H -1.346 8.496 -4.328
H -0.509 9.629 -3.323
H 1.393 4.532 -3.639
H 2.330 5.462 -2.389
H 3.185 4.493 -3.526
H -0.111 6.707 -5.913
C -0.801 2.137 2.649
C -1.546 1.676 1.426
C -3.045 2.094 1.495
C -3.401 3.565 1.159
C -2.660 3.960 -0.140
C -1.199 3.629 -0.173
N -1.005 2.197 0.156
O 0.412 1.873 0.127
C -0.700 3.904 -1.615
C -0.371 4.521 0.775
C -1.433 0.120 1.321
H 0.260 2.164 2.402
H -1.023 1.443 3.501
H -1.090 3.157 2.931
H -3.672 1.550 0.739
H -3.428 1.863 2.497
H -3.091 4.315 1.953
H -4.473 3.585 1.026
H -2.686 5.058 -0.309
H -3.092 3.405 -0.992
H 0.218 3.410 -1.858
H -1.464 3.543 -2.316
H -0.656 4.980 -1.836
H -0.862 4.557 1.738
H 0.628 4.085 0.841
H -0.440 5.521 0.430
H -0.414 -0.256 1.468
H -1.695 -0.194 0.307
H -2.040 -0.288 2.084
H 0.432 1.446 -0.761
C -3.802 3.087 -7.352
C -4.803 2.047 -6.894
C -4.160 0.743 -6.540
C -3.307 0.727 -5.204
C -4.153 1.316 -4.045
C -4.771 2.666 -4.374
N -5.527 2.517 -5.637
O -6.037 3.833 -5.963
C -5.871 2.916 -3.316
C -3.721 3.762 -4.271
C -5.887 1.918 -8.046
H -3.078 3.360 -6.616
H -4.238 4.014 -7.713
H -3.243 2.671 -8.174
H -4.854 -0.010 -6.430
H -3.497 0.421 -7.359
H -2.376 1.281 -5.318
H -3.036 -0.289 -5.134
H -3.536 1.514 -3.203
H -4.972 0.647 -3.830
H -6.019 3.962 -3.340
H -6.732 2.341 -3.616
H -5.499 2.619 -2.324
H -4.078 4.800 -4.459
H -3.274 3.822 -3.231
H -2.845 3.560 -4.898
H -5.422 1.499 -8.963
H -6.194 2.932 -8.282
H -6.624 1.222 -7.773
H -6.962 3.696 -5.702
C -0.830 -2.857 2.976
C 0.625 -3.067 3.262
O 1.446 -1.900 3.070
O -1.646 -3.998 3.228
H -0.939 -2.630 1.900
H -1.194 -1.937 3.543
H 1.017 -3.830 2.537
H 0.839 -3.463 4.298
H 2.368 -1.922 3.436
H -1.143 -4.537 3.896
C 0.393 -6.721 5.231
O 1.348 -5.919 6.032
C 2.618 -6.500 6.043
C 3.420 -6.314 4.738
N 4.794 -6.718 4.960
C 4.919 -8.168 5.199
C 6.355 -8.442 5.567
O 6.533 -9.714 6.090
C 6.411 -10.769 5.170
H 0.143 -7.636 5.787
H 0.846 -6.943 4.232
H -0.416 -5.970 5.109
H 2.527 -7.595 6.311
H 3.215 -6.051 6.886
H 3.445 -5.236 4.546
H 2.981 -6.773 3.842
H 5.368 -6.480 4.185
H 4.570 -8.745 4.373
H 4.374 -8.307 6.110
H 6.753 -7.748 6.346
H 7.049 -8.255 4.664
H 5.366 -11.119 5.136
H 7.069 -11.555 5.596
H 6.638 -10.555 4.115
C 0.373 0.888 -7.464
O 1.461 0.732 -6.551
C 2.150 1.951 -6.170
C 3.389 1.649 -5.370
N 4.357 0.975 -6.281
C 5.360 0.301 -5.541
C 4.867 -0.951 -4.791
O 4.426 -1.927 -5.672
C 3.924 -3.076 -5.007
H 0.523 1.540 -8.326
H -0.465 1.291 -6.883
H 0.177 -0.111 -7.821
H 1.411 2.602 -5.598
H 2.473 2.537 -7.068
H 3.126 1.083 -4.465
H 3.709 2.688 -5.119
H 3.827 0.337 -6.915
H 5.777 0.975 -4.815
H 6.204 0.051 -6.157
H 4.185 -0.715 -3.946
H 5.774 -1.371 -4.265
H 4.799 -3.667 -4.579
H 3.469 -3.701 -5.742
H 3.284 -2.776 -4.195
C 0.138 0.707 -3.438
O 0.718 0.540 -2.236
C 1.443 -0.671 -2.229
C 2.087 -0.953 -0.959
N 3.118 -0.062 -0.571
C 3.715 -0.200 0.783
C 2.870 0.397 1.900
O 3.500 0.178 3.172
C 2.941 0.864 4.250
H -0.472 -0.104 -3.796
H 0.779 0.919 -4.240
H -0.546 1.592 -3.294
H 2.289 -0.496 -2.927
H 0.822 -1.490 -2.579
H 2.624 -1.907 -1.026
H 1.274 -1.119 -0.150
H 2.824 0.925 -0.652
H 4.693 0.289 0.663
H 3.866 -1.241 0.989
H 1.836 0.062 1.883
H 2.730 1.451 1.676
H 1.928 0.570 4.306
H 3.059 1.978 4.219
H 3.345 0.558 5.218



(2)
A structure of composition C13H34N2O4PS2Sn, computed with the ωB97M-V functional and the def2-TZVPD basis.

**E**: -61979.013 eV
**HOMO energy**: -9.2690 eV
**Charge**: +1

Positions of all 57 atoms, in Å:
C -2.427 -2.895 3.455
C -1.485 -1.698 3.507
C -0.032 -2.054 3.178
C 0.696 -0.947 2.412
N 0.369 -0.992 0.989
P 1.599 -0.297 -0.185
S 3.338 0.518 -1.361
C 1.571 -1.907 -1.288
C 0.321 -2.367 -2.046
C -0.992 -2.237 -1.288
S -2.389 -2.745 -2.256
O -2.939 -4.000 -1.882
O -3.365 -1.614 -2.194
O -1.999 -2.728 -3.762
C 1.690 1.300 0.929
O 2.007 2.504 0.251
C 1.719 3.649 1.035
C 0.253 4.084 0.983
C -0.069 5.117 -0.104
N 0.316 0.501 -1.134
C 0.315 0.839 -2.523
C 0.485 2.334 -2.824
H -2.175 -3.610 4.236
H -3.460 -2.591 3.612
H -2.353 -3.398 2.490
H -1.834 -0.902 2.846
H -1.517 -1.283 4.515
H 0.028 -2.997 2.630
H 0.516 -2.214 4.107
H 1.771 -1.021 2.608
H 0.362 -0.002 2.842
H 0.397 -1.980 0.768
H 2.674 -0.925 0.549
H 3.005 1.757 -1.735
H 1.946 -2.714 -0.655
H 2.345 -1.760 -2.040
H 0.238 -1.830 -2.989
H 0.427 -3.421 -2.331
H -1.234 -1.230 -0.973
H -1.068 -2.904 -0.431
H -1.628 -3.588 -4.016
H 0.714 1.423 1.403
H 2.463 1.115 1.682
H 2.344 4.449 0.640
H 2.022 3.474 2.070
H -0.018 4.479 1.961
H -0.368 3.198 0.836
H 0.807 5.691 -0.393
H -0.825 5.814 0.255
H -0.494 4.641 -0.984
H -0.538 0.675 -0.631
H -0.656 0.560 -2.968
H 1.057 0.257 -3.071
H 1.225 2.787 -2.170
H -0.461 2.845 -2.659
H 0.776 2.482 -3.862
Sn -5.473 -1.642 -2.031



HOMO energy of number 2 (C13H34N2O4PS2Sn)? -9.2690 eV



What did the second record say?
A structure of composition C13H34N2O4PS2Sn, computed with the ωB97M-V functional and the def2-TZVPD basis.

**E**: -61979.013 eV
**HOMO energy**: -9.2690 eV
**Charge**: +1

Positions of all 57 atoms, in Å:
C -2.427 -2.895 3.455
C -1.485 -1.698 3.507
C -0.032 -2.054 3.178
C 0.696 -0.947 2.412
N 0.369 -0.992 0.989
P 1.599 -0.297 -0.185
S 3.338 0.518 -1.361
C 1.571 -1.907 -1.288
C 0.321 -2.367 -2.046
C -0.992 -2.237 -1.288
S -2.389 -2.745 -2.256
O -2.939 -4.000 -1.882
O -3.365 -1.614 -2.194
O -1.999 -2.728 -3.762
C 1.690 1.300 0.929
O 2.007 2.504 0.251
C 1.719 3.649 1.035
C 0.253 4.084 0.983
C -0.069 5.117 -0.104
N 0.316 0.501 -1.134
C 0.315 0.839 -2.523
C 0.485 2.334 -2.824
H -2.175 -3.610 4.236
H -3.460 -2.591 3.612
H -2.353 -3.398 2.490
H -1.834 -0.902 2.846
H -1.517 -1.283 4.515
H 0.028 -2.997 2.630
H 0.516 -2.214 4.107
H 1.771 -1.021 2.608
H 0.362 -0.002 2.842
H 0.397 -1.980 0.768
H 2.674 -0.925 0.549
H 3.005 1.757 -1.735
H 1.946 -2.714 -0.655
H 2.345 -1.760 -2.040
H 0.238 -1.830 -2.989
H 0.427 -3.421 -2.331
H -1.234 -1.230 -0.973
H -1.068 -2.904 -0.431
H -1.628 -3.588 -4.016
H 0.714 1.423 1.403
H 2.463 1.115 1.682
H 2.344 4.449 0.640
H 2.022 3.474 2.070
H -0.018 4.479 1.961
H -0.368 3.198 0.836
H 0.807 5.691 -0.393
H -0.825 5.814 0.255
H -0.494 4.641 -0.984
H -0.538 0.675 -0.631
H -0.656 0.560 -2.968
H 1.057 0.257 -3.071
H 1.225 2.787 -2.170
H -0.461 2.845 -2.659
H 0.776 2.482 -3.862
Sn -5.473 -1.642 -2.031



What is the HOMO energy in the second record? -9.2690 eV



Copy entry 2 word for word.
A structure of composition C13H34N2O4PS2Sn, computed with the ωB97M-V functional and the def2-TZVPD basis.

**E**: -61979.013 eV
**HOMO energy**: -9.2690 eV
**Charge**: +1

Positions of all 57 atoms, in Å:
C -2.427 -2.895 3.455
C -1.485 -1.698 3.507
C -0.032 -2.054 3.178
C 0.696 -0.947 2.412
N 0.369 -0.992 0.989
P 1.599 -0.297 -0.185
S 3.338 0.518 -1.361
C 1.571 -1.907 -1.288
C 0.321 -2.367 -2.046
C -0.992 -2.237 -1.288
S -2.389 -2.745 -2.256
O -2.939 -4.000 -1.882
O -3.365 -1.614 -2.194
O -1.999 -2.728 -3.762
C 1.690 1.300 0.929
O 2.007 2.504 0.251
C 1.719 3.649 1.035
C 0.253 4.084 0.983
C -0.069 5.117 -0.104
N 0.316 0.501 -1.134
C 0.315 0.839 -2.523
C 0.485 2.334 -2.824
H -2.175 -3.610 4.236
H -3.460 -2.591 3.612
H -2.353 -3.398 2.490
H -1.834 -0.902 2.846
H -1.517 -1.283 4.515
H 0.028 -2.997 2.630
H 0.516 -2.214 4.107
H 1.771 -1.021 2.608
H 0.362 -0.002 2.842
H 0.397 -1.980 0.768
H 2.674 -0.925 0.549
H 3.005 1.757 -1.735
H 1.946 -2.714 -0.655
H 2.345 -1.760 -2.040
H 0.238 -1.830 -2.989
H 0.427 -3.421 -2.331
H -1.234 -1.230 -0.973
H -1.068 -2.904 -0.431
H -1.628 -3.588 -4.016
H 0.714 1.423 1.403
H 2.463 1.115 1.682
H 2.344 4.449 0.640
H 2.022 3.474 2.070
H -0.018 4.479 1.961
H -0.368 3.198 0.836
H 0.807 5.691 -0.393
H -0.825 5.814 0.255
H -0.494 4.641 -0.984
H -0.538 0.675 -0.631
H -0.656 0.560 -2.968
H 1.057 0.257 -3.071
H 1.225 2.787 -2.170
H -0.461 2.845 -2.659
H 0.776 2.482 -3.862
Sn -5.473 -1.642 -2.031